This record from OMol25 describes a cluster of 6 separate species, C52H93IN4O15 in total in a non-equilibrium geometry. The level of theory is ωB97M-V with the def2-TZVPD basis set.

## Properties
- structure (SMILES) = COCCCCCCCCCCCc1c(I)c(N(C(C)=O)C(C)=O)c(CC(N)(N)N)c2c1C(=O)c1ccccc1C2=O.COCCOC.COCCOC.COCCOC.COCCOC.COCCOC
- LUMO level (eV) = -2.0
- E (eV) = -100171.75470
- highest occupied orbital energy (eV) = -8.62

Cartesian coordinates (Å):
1 I 5.830265 -0.504738 -0.553479
2 O -3.467269 3.470590 2.274571
3 O 6.055576 3.770908 -2.131474
4 O -5.406164 -6.863337 -4.517473
5 O 11.260017 1.554815 -2.367494
6 O -2.583567 10.079523 -4.455852
7 O -1.898713 0.140900 7.977700
8 O 9.873713 3.391854 -4.218238
9 O 6.392299 1.131437 -3.591062
10 O -0.229843 -2.258437 1.353194
11 O -3.788462 -5.471974 4.530555
12 O -6.531785 -6.562710 4.609795
13 O -4.601440 -6.173990 -1.760840
14 O -1.636521 2.099357 -2.034286
15 O -3.331754 5.478433 0.113088
16 O -1.142141 7.516450 -4.729271
17 N 4.272944 2.111310 -2.566240
18 N 1.412989 3.694992 -0.783429
19 N -0.050375 4.814993 -2.475696
20 N 2.430094 5.042458 -2.699131
21 C 5.094513 1.435096 -3.631950
22 C -2.130595 -1.940326 6.579795
23 C -5.233821 -7.384276 -1.353404
24 C 1.303645 2.774591 -3.153757
25 C -3.323227 9.465483 -3.403920
26 C 4.294366 1.071760 -5.054827
27 C 5.078578 2.968080 -1.624089
28 C 3.303673 1.188709 -1.870290
29 C 10.567294 0.496972 -3.024110
30 C -0.339758 -1.533876 0.204814
31 C -3.444320 4.391624 -0.801722
32 C -6.671988 -6.287321 -4.207742
33 C -5.007296 -1.335605 -1.708827
34 C 3.151340 -5.065009 0.943307
35 C 1.682106 1.495981 -2.143756
36 C 4.860316 3.093489 0.010697
37 C -3.843050 -0.180357 -2.034162
38 C -2.233637 7.079059 -5.533862
39 C -4.342999 5.445755 1.122013
40 C 8.767975 3.341855 -3.320716
41 C -0.627299 8.781208 -5.153941
42 C -1.884877 -1.518567 -0.435560
43 C 0.284641 -4.896077 5.148529
44 C -3.810457 4.849924 2.431655
45 C 0.927668 -0.697952 -0.469577
46 C 2.530678 -1.088828 -0.195603
47 C 1.285894 4.150185 -2.227420
48 C -4.575787 -2.600724 -0.734171
49 C 2.357629 -4.513778 3.534695
50 C -2.323365 -0.271950 -1.408168
51 C -1.173473 -0.659330 6.945540
52 C 2.930246 -2.377532 0.766321
53 C 3.666395 -0.097036 -0.920715
54 C -4.655468 -5.394104 5.665127
55 C 11.101089 3.692531 -3.551335
56 C -2.069028 3.280139 2.077868
57 C 11.923173 2.423937 -3.289377
58 C 1.902679 -5.256592 4.941201
59 C 2.601100 -3.830354 0.007793
60 C -1.301550 1.484358 8.048067
61 C 0.092114 -3.386398 5.807416
62 C -6.132510 -7.441358 3.561338
63 C -1.172856 9.925219 -4.289427
64 C 2.172916 -5.461446 2.201612
65 C -3.688674 -6.375507 -2.841519
66 C -1.372025 -3.395808 6.581473
67 C -3.022356 -2.663230 -0.118075
68 C -4.231035 -4.649979 3.454221
69 C -4.319124 -5.994774 -4.187384
70 C -5.622617 -6.584151 5.711869
71 C 0.471457 0.578896 -1.449410
72 C -1.146570 0.887425 -1.670515
73 H 3.446772 -4.082577 3.664496
74 H 2.411498 5.857058 -2.026803
75 H -2.768289 6.296885 -4.987945
76 H -5.061088 -7.381460 3.354669
77 H -4.359718 9.352937 -3.736781
78 H 0.112909 -2.572084 4.954136
79 H -3.322060 -7.409485 -2.855077
80 H 10.025062 0.839886 -3.908427
81 H -2.810510 -3.577369 0.594719
82 H 9.846672 0.071976 -2.320010
83 H -2.935749 7.885672 -5.757549
84 H 5.048940 0.509418 -5.751120
85 H 4.069684 3.951613 0.256816
86 H 3.262355 -6.041966 0.272476
87 H -4.546331 -7.962185 -0.729770
88 H 2.478012 -6.560091 2.535368
89 H 5.891277 3.455841 0.491339
90 H -6.092262 -1.215708 -2.156973
91 H -2.956204 5.424639 2.807689
92 H -2.050100 -4.163774 5.979817
93 H -4.099423 0.731712 -2.729776
94 H -1.772833 2.112276 8.942906
95 H -2.980887 -1.976616 7.414184
96 H -0.840014 8.953078 -6.215384
97 H 1.924092 4.474009 -0.299177
98 H -6.223623 -6.509640 6.624018
99 H -1.493453 2.137483 7.078790
100 H -3.950177 -3.609178 3.650513
101 H 2.340744 -2.274631 1.799363
102 H -4.643913 6.482066 1.307171
103 H -5.199921 -4.442843 5.676149
104 H -5.077387 -7.535468 5.749568
105 H 0.964209 -3.114852 6.549138
106 H -6.114038 -7.124822 -0.757014
107 H 3.295452 -3.818188 -0.961775
108 H 1.641177 -3.584569 3.406748
109 H 0.446533 3.708082 -0.369386
110 H -6.399717 -8.468221 3.825338
111 H -5.557541 -7.990245 -2.203259
112 H -5.404325 -3.404611 -0.491479
113 H -3.647333 3.443608 -0.297447
114 H -7.415235 -7.088997 -4.183836
115 H 4.063334 -2.428662 1.052096
116 H 7.945307 2.822619 -3.822104
117 H -2.933772 8.478106 -3.143806
118 H -4.641637 -4.947192 -4.189453
119 H -0.707872 10.861272 -4.615570
120 H -4.604080 4.898401 3.184474
121 H -1.850901 6.656671 -6.469694
122 H 2.160165 2.841982 -3.977637
123 H -0.006852 5.309984 -3.397131
124 H 2.061990 -6.419474 4.892010
125 H 1.042061 -5.541051 1.855407
126 H -0.201031 -4.868342 4.080431
127 H 12.873470 2.713573 -2.828972
128 H -0.265063 -5.720949 5.807617
129 H -3.729449 -4.983236 2.541520
130 H 3.295990 0.496025 -4.842228
131 H 1.471726 -3.901848 -0.289775
132 H 2.210021 5.451105 -3.638521
133 H -6.674802 -5.784722 -3.237687
134 H -2.496755 4.301309 -1.341855
135 H 12.149959 1.900724 -4.225467
136 H -1.552984 3.342357 3.042497
137 H 2.449673 -4.781173 5.860815
138 H -4.239187 4.603042 -1.522161
139 H -0.918357 9.778019 -3.232421
140 H 4.067331 2.119655 -5.562194
141 H -1.642061 4.011402 1.387525
142 H 0.301618 2.605672 -3.741077
143 H -1.071013 0.041796 5.996356
144 H -0.123896 -0.963072 7.403883
145 H -3.306933 10.111725 -2.522076
146 H -6.676989 -7.159631 2.654724
147 H -6.949400 -5.573074 -4.991051
148 H -0.135923 1.421409 8.287103
149 H 0.460168 8.740988 -5.032619
150 H -4.019969 -5.426515 6.556202
151 H -0.153941 5.517589 -1.688140
152 H 10.914878 4.242248 -2.620295
153 H -1.915863 2.280868 1.661126
154 H -2.714303 -1.732851 5.563975
155 H -2.829642 -5.721071 -2.661103
156 H -5.227613 4.900286 0.770415
157 H 4.598598 2.085035 0.541661
158 H 11.280846 -0.283273 -3.311760
159 H -1.254192 -3.797479 7.679011
160 H 9.005402 2.805478 -2.398666
161 H -5.310464 -4.713644 3.298014
162 H 11.673681 4.348402 -4.215222
163 H -3.564543 -6.114354 -4.971752
164 H 4.252154 -4.846978 1.348572
165 H 8.446269 4.359322 -3.082370

Forces on the atoms, in the same order (eV/Å):
-2.1 0.3 -0.3
0.4 0.5 -0.2
-6.4 -5.3 2.8
0.0 0.4 0.4
-0.1 0.0 -0.5
0.3 -0.4 0.3
1.7 1.1 -1.3
0.5 -0.1 0.5
-8.0 2.2 0.4
-0.2 4.4 -7.0
-0.5 0.2 0.0
0.5 -0.2 -0.1
-0.1 -0.4 -0.3
3.5 -7.3 2.0
-0.3 -0.3 0.3
-0.2 0.3 -0.3
1.7 -1.4 2.5
-0.3 2.7 -0.7
1.2 0.5 1.1
-1.0 0.2 1.6
5.0 -2.1 -2.0
-0.6 0.0 0.7
0.0 0.2 0.2
1.0 -1.0 0.0
-0.1 0.2 -0.2
0.5 1.1 0.9
5.0 4.4 -1.6
-4.0 -2.7 1.3
0.1 0.0 0.2
-0.4 -3.1 4.6
0.3 0.1 -0.2
0.0 -0.2 -0.2
4.6 -0.2 1.9
-0.3 -0.6 -0.1
0.1 -1.8 1.1
0.3 0.3 0.1
0.9 -2.6 2.1
0.1 -0.2 0.1
0.6 0.2 0.2
-0.3 0.1 -0.3
0.0 0.0 0.6
-3.0 0.7 -1.8
0.7 0.1 0.0
-0.5 -0.4 -0.4
1.2 1.5 -1.4
-1.4 2.7 -1.6
-0.9 -0.9 -1.8
2.5 3.7 -1.3
-0.5 0.4 0.3
-1.1 -2.5 1.0
-0.7 0.1 -0.1
-0.6 0.0 0.1
-3.3 0.9 -0.8
0.2 -0.6 -0.1
-0.1 -0.4 -0.5
-0.2 -0.2 0.1
-0.3 0.3 0.5
-1.3 0.7 -0.4
1.5 0.7 0.1
0.3 0.9 0.8
-0.5 -0.5 0.0
-0.3 0.1 0.0
-0.2 0.0 -0.6
0.6 -0.7 0.5
-0.2 0.5 -0.1
-0.1 0.2 -0.9
-1.2 2.3 -1.7
0.3 0.0 0.1
0.1 -0.6 0.1
-0.2 0.6 -0.1
3.2 -1.0 0.6
-2.8 4.3 -1.3
-2.0 -1.1 -0.6
0.2 -0.9 -1.1
0.2 0.1 0.0
0.0 0.0 0.1
0.2 0.1 0.0
-0.2 -1.6 1.7
-0.1 0.1 -0.1
0.0 0.1 0.1
-0.2 2.2 -1.6
0.1 0.1 0.0
0.1 0.0 0.0
-1.6 0.9 1.6
1.6 -2.1 -0.7
-0.3 2.1 1.3
0.0 -0.1 0.0
-0.6 2.2 -0.7
-2.2 -0.8 -1.5
2.6 -0.3 1.0
0.0 0.0 -0.1
1.3 1.6 1.3
0.6 -2.0 1.6
0.8 -1.7 -1.9
1.9 0.2 -1.7
-0.1 0.0 0.1
-0.6 -1.0 -0.4
0.0 0.0 0.0
0.5 -1.6 1.7
-0.1 0.0 -0.1
1.1 -0.2 -2.5
0.0 0.0 0.0
0.0 -0.1 -0.1
0.0 0.1 -0.1
-1.7 -0.7 -1.4
0.2 0.0 -0.1
-1.7 0.0 1.9
1.5 -1.7 0.3
1.1 -0.2 -0.7
0.1 -0.1 -0.1
0.1 0.1 0.0
2.2 1.7 -0.4
0.0 0.1 0.0
0.2 0.1 -0.1
-2.1 0.6 -0.9
0.3 0.2 0.1
0.0 0.1 0.0
0.0 -0.1 0.1
0.0 0.0 0.0
0.0 0.0 0.0
-0.1 0.0 0.0
-1.7 -0.1 2.0
-0.2 -0.3 1.3
-0.2 2.3 0.1
2.3 0.4 0.7
0.7 -0.2 2.1
0.0 0.0 0.0
1.2 1.9 -1.3
0.0 0.0 0.2
2.0 1.1 -0.5
2.2 0.0 0.7
0.1 -0.7 1.2
0.1 0.0 0.0
-0.2 0.1 0.1
-0.1 0.1 0.0
0.1 0.0 -0.1
-0.8 -1.1 -1.8
-0.1 -0.1 -0.1
0.0 -0.1 -0.1
0.3 -2.2 1.1
-0.1 0.1 0.0
1.8 0.2 1.6
0.2 -1.5 1.8
-2.1 0.5 -1.2
0.0 -0.1 0.1
0.0 0.0 0.2
-0.1 0.0 0.1
-2.4 0.1 -0.7
0.0 0.0 0.0
0.0 0.0 0.0
0.0 -0.7 -1.6
0.0 -0.2 0.0
-0.1 0.1 0.1
1.5 -0.5 2.0
0.0 0.0 0.0
0.1 -0.1 0.1
0.1 2.0 -1.2
-0.1 0.0 -0.1
-0.1 0.8 -2.1
0.0 0.0 -0.1
0.0 0.0 0.1
0.0 0.0 0.0
0.0 0.0 0.0
-2.4 -0.2 -0.9
0.0 0.0 0.1